# 1
The following is a quantum chemistry calculation of the molecule C3H6FOP at a distorted geometry, from the OMol25 dataset.

Computed properties:
- Calculated total energy: -17261.384 eV
- Net charge: 0
- Frontier orbital gap: 9.9 eV
- F_max: 4.32 eV/A
- Multiplicity: 1
- Energy relative to the best compared isomer or geometry (same formula, charge and spin): 0.000 eV
- HOMO: -8.80 eV
- SMILES: C/C=C/OPF
- LUMO energy: 1.08 eV

Each line ends with the Mulliken charge.
Cartesian coordinates (Å):
C (2.190, 0.159, 0.241)  -1.14
C (0.830, -0.203, -0.356)  -0.05
C (-0.304, 0.079, 0.263)  -0.06
O (-1.320, -0.530, -0.374)  -0.29
P (-2.852, -0.401, 0.331)  0.26
F (-3.396, 0.990, -0.308)  -0.27
H (2.548, 0.991, -0.440)  0.26
H (2.131, 0.657, 1.158)  0.34
H (2.955, -0.618, 0.363)  0.30
H (0.903, -0.751, -1.296)  0.30
H (-0.297, 0.786, 1.054)  0.33
H (-3.388, -1.157, -0.635)  0.02


# 2
The following is a quantum chemistry calculation of a structure of composition C26H33BrN3O2RuS, from the OMol25 dataset.

Computed properties:
- Calculated total energy: -119519.754 eV
- Net charge: 0
- Expectation value of S²: 8.83
- Frontier orbital gap (spin up / spin down): 5.2 / 6.5 eV
- F_max: 0.16 eV/A
- Multiplicity: 6
- Energy relative to the best compared isomer or geometry (same formula, charge and spin): 0.566 eV
- HOMO (spin up / spin down): -5.19 / -7.43 eV
- LUMO energy (spin up / spin down): -0.03 / -0.90 eV

Each line ends with the Mulliken spin population.
Cartesian coordinates (Å):
Ru (0.122, 0.023, -1.165)  2.31
Br (-5.968, -3.784, 0.486)  0.00
C (-4.273, -3.120, -0.062)  -0.06
C (-3.695, -3.608, -1.226)  0.13
C (-2.453, -3.117, -1.595)  -0.07
C (-1.783, -2.157, -0.843)  0.16
O (-0.532, -1.826, -1.213)  0.13
C (-2.392, -1.630, 0.330)  -0.11
C (-1.856, -0.592, 1.170)  0.43
N (-0.860, 0.218, 0.816)  0.12
C (-0.443, 1.301, 1.512)  -0.12
C (-0.857, 1.670, 2.800)  0.31
C (-0.353, 2.819, 3.411)  -0.07
C (0.553, 3.643, 2.784)  0.20
C (0.986, 3.327, 1.475)  -0.06
C (1.900, 4.121, 0.754)  0.05
C (2.277, 3.768, -0.515)  -0.01
C (1.741, 2.611, -1.080)  0.04
N (0.879, 1.846, -0.430)  -0.17
C (0.490, 2.165, 0.837)  0.00
C (-3.646, -2.160, 0.697)  0.10
H (-4.197, -4.356, -1.823)  0.01
H (-1.960, -3.486, -2.486)  0.00
H (-2.402, -0.391, 2.088)  0.03
H (-1.557, 1.048, 3.340)  0.02
H (-0.688, 3.062, 4.412)  0.00
H (0.937, 4.530, 3.269)  0.01
H (2.301, 5.012, 1.222)  0.00
H (2.982, 4.359, -1.083)  0.00
H (2.017, 2.295, -2.078)  0.04
H (-4.128, -1.787, 1.592)  0.00
C (5.069, -2.630, -0.859)  0.00
C (3.685, -3.272, -0.831)  0.01
C (2.563, -2.371, -1.337)  0.01
S (2.070, -1.041, -0.231)  -0.07
O (3.241, -0.195, 0.087)  0.00
C (1.571, -1.992, 1.240)  -0.05
C (2.551, -1.803, 2.394)  -0.01
C (2.341, -0.482, 3.127)  0.01
H (5.827, -3.347, -0.542)  0.00
H (5.116, -1.759, -0.208)  0.00
H (5.320, -2.303, -1.870)  0.00
H (3.455, -3.627, 0.176)  0.00
H (3.683, -4.161, -1.467)  0.00
H (1.629, -2.909, -1.519)  0.00
H (2.849, -1.860, -2.259)  0.01
H (1.478, -3.029, 0.921)  0.00
H (0.576, -1.632, 1.496)  0.04
H (3.578, -1.869, 2.031)  0.00
H (2.402, -2.638, 3.083)  0.00
H (2.506, 0.366, 2.462)  0.00
H (3.033, -0.391, 3.966)  0.00
H (1.324, -0.412, 3.517)  0.00
C (-3.305, 1.838, -0.844)  0.11
C (-2.483, 1.710, -2.136)  -0.08
C (-3.364, 1.163, -3.269)  0.07
C (-1.900, 3.079, -2.523)  0.09
N (-1.411, 0.806, -1.921)  1.46
H (-4.138, 2.523, -1.012)  0.00
H (-2.686, 2.226, -0.034)  -0.01
H (-3.700, 0.867, -0.546)  0.00
H (-4.196, 1.845, -3.453)  0.00
H (-3.762, 0.186, -2.995)  -0.01
H (-2.783, 1.060, -4.186)  0.00
H (-2.710, 3.790, -2.695)  0.01
H (-1.306, 2.998, -3.435)  0.00
H (-1.264, 3.461, -1.723)  -0.01


# 3
The following is a quantum chemistry calculation of a cluster of 2 separate species, C10H16 in total at a distorted geometry, from the OMol25 dataset.

Computed properties:
- Calculated total energy: -10629.397 eV
- Net charge: 0
- Frontier orbital gap: 10.1 eV
- F_max: 1.20 eV/A
- Multiplicity: 1
- Energy relative to the best compared isomer or geometry (same formula, charge and spin): 0.346 eV
- HOMO: -9.04 eV
- SMILES: CCc1ccccc1.CC
- LUMO energy: 1.03 eV

Each line ends with the Mulliken charge.
Cartesian coordinates (Å):
C (0.689, 3.068, -0.085)  -1.49
C (-0.274, 2.111, -0.749)  -0.17
C (-0.573, 0.849, 0.053)  0.17
C (0.163, 0.434, 1.165)  0.20
C (-0.120, -0.727, 1.858)  -0.91
C (-1.175, -1.520, 1.428)  -0.24
C (-1.955, -1.145, 0.346)  -0.64
C (-1.631, 0.029, -0.329)  -0.32
H (1.660, 2.614, 0.032)  0.36
H (0.310, 3.505, 0.829)  0.35
H (0.912, 3.899, -0.744)  0.39
H (-1.247, 2.553, -0.953)  0.38
H (0.098, 1.762, -1.716)  0.21
H (0.985, 1.092, 1.439)  0.27
H (0.508, -1.083, 2.664)  0.35
H (-1.446, -2.444, 1.920)  0.34
H (-2.691, -1.793, -0.118)  0.35
H (-2.203, 0.286, -1.222)  0.33
C (1.414, -2.204, -1.073)  -0.56
C (2.189, -1.008, -1.620)  -0.68
H (0.743, -2.004, -0.237)  0.00
H (0.701, -2.534, -1.833)  0.25
H (2.091, -2.989, -0.751)  0.36
H (2.589, -0.422, -0.788)  0.21
H (1.510, -0.320, -2.126)  0.12
H (2.951, -1.340, -2.323)  0.35


# 4
The following is a quantum chemistry calculation of a structure of composition HIN3P3 at a distorted geometry, from the OMol25 dataset.

Computed properties:
- Calculated total energy: -40451.784 eV
- Net charge: 0
- Frontier orbital gap (spin up / spin down): 6.0 / 6.1 eV
- F_max: 3.01 eV/A
- Multiplicity: 1
- Energy relative to the best compared isomer or geometry (same formula, charge and spin): 2.364 eV
- HOMO (spin up / spin down): -8.36 / -8.37 eV
- LUMO energy (spin up / spin down): -2.32 / -2.32 eV

Each line ends with the Mulliken charge.
Cartesian coordinates (Å):
N (-0.128, 0.742, -1.273)  -0.07
N (1.320, -1.092, -0.283)  -0.30
N (0.194, 0.858, 1.460)  -0.39
P (-0.928, 1.141, 0.044)  0.27
P (1.114, -0.114, -1.666)  0.23
P (0.987, -0.474, 1.096)  0.44
I (-3.319, 0.383, -1.308)  -0.28
H (0.760, -1.443, 1.931)  0.11


# 5
The following is a quantum chemistry calculation of a structure of composition C19H20Cl2FeN3Sb at a distorted geometry, from the OMol25 dataset.

Computed properties:
- Calculated total energy: -90439.440 eV
- Net charge: +3
- Expectation value of S²: 8.76
- Frontier orbital gap (spin up / spin down): 9.7 / 5.7 eV
- F_max: 1.39 eV/A
- Multiplicity: 6
- Energy relative to the best compared isomer or geometry (same formula, charge and spin): 0.145 eV
- HOMO (spin up / spin down): -18.99 / -18.97 eV
- LUMO energy (spin up / spin down): -9.31 / -13.23 eV

Each line ends with the Mulliken spin population.
Cartesian coordinates (Å):
Fe (-0.015, 0.115, 0.836)  3.74
C (-3.043, 1.231, 1.459)  0.00
C (-2.569, 1.805, 0.161)  0.03
C (-3.278, 2.829, -0.469)  -0.01
C (-2.885, 3.287, -1.708)  0.00
C (-1.783, 2.704, -2.338)  -0.04
C (-1.128, 1.723, -1.634)  0.17
N (-1.471, 1.282, -0.423)  0.05
Sb (0.392, 0.520, -2.575)  0.60
C (-0.395, -1.378, -1.952)  0.12
C (-0.725, -2.388, -2.828)  -0.03
C (-1.226, -3.565, -2.273)  0.00
C (-1.368, -3.670, -0.900)  -0.01
C (-1.011, -2.603, -0.085)  0.04
C (-1.135, -2.633, 1.409)  0.03
N (-0.527, -1.466, -0.626)  0.03
C (2.190, 0.428, -1.391)  0.17
C (3.416, 0.678, -1.957)  -0.04
C (4.532, 0.396, -1.166)  0.00
C (4.353, -0.148, 0.088)  -0.01
C (3.067, -0.395, 0.573)  0.03
C (2.862, -1.076, 1.889)  0.00
N (1.989, -0.069, -0.171)  0.05
H (-3.255, 2.009, 2.192)  0.00
H (-2.322, 0.532, 1.884)  0.01
H (-3.975, 0.686, 1.296)  0.00
H (-4.148, 3.247, 0.021)  0.00
H (-3.439, 4.075, -2.204)  0.00
H (-1.471, 3.014, -3.325)  -0.01
H (-0.604, -2.281, -3.897)  -0.01
H (-1.502, -4.391, -2.916)  0.00
H (-1.756, -4.577, -0.458)  0.00
H (-1.512, -3.588, 1.767)  0.00
H (-1.838, -1.864, 1.750)  0.00
H (-0.156, -2.479, 1.878)  0.00
H (3.522, 1.069, -2.959)  -0.01
H (5.528, 0.579, -1.548)  0.00
H (5.206, -0.403, 0.704)  0.00
H (3.452, -0.614, 2.680)  0.00
H (3.190, -2.115, 1.815)  0.00
H (1.813, -1.082, 2.187)  0.01
Cl (0.868, 2.490, 1.424)  0.04
C (0.643, 2.237, 3.174)  -0.01
Cl (-0.016, 0.587, 3.386)  0.03
H (-0.073, 2.958, 3.554)  0.00
H (1.602, 2.304, 3.675)  0.00


# 6
The following is a quantum chemistry calculation of a structure of composition C24H29CeClN2P2 at a distorted geometry, from the OMol25 dataset.

Computed properties:
- Calculated total energy: -72359.183 eV
- Net charge: +1
- Expectation value of S²: 0.75
- Frontier orbital gap (spin up / spin down): 4.4 / 4.5 eV
- F_max: 3.33 eV/A
- Multiplicity: 2
- Energy relative to the best compared isomer or geometry (same formula, charge and spin): 0.000 eV
- HOMO (spin up / spin down): -8.66 / -8.66 eV
- LUMO energy (spin up / spin down): -4.22 / -4.20 eV

Each line ends with the Mulliken spin population.
Cartesian coordinates (Å):
C (-1.503, 2.897, -3.031)  0.00
C (-1.263, 1.688, -2.386)  0.00
C (0.096, 1.226, -2.375)  0.00
C (1.141, 2.191, -2.444)  0.00
C (0.890, 3.431, -3.050)  0.00
C (-0.431, 3.741, -3.393)  0.00
C (2.406, 1.763, -1.784)  0.00
C (2.740, 0.374, -2.205)  0.00
C (1.650, -0.540, -2.151)  0.00
C (1.911, -1.935, -1.933)  0.00
C (3.181, -2.393, -2.276)  0.00
C (4.206, -1.490, -2.633)  0.00
C (4.021, -0.108, -2.514)  0.00
H (-2.538, 3.201, -3.227)  0.00
H (1.715, 4.129, -3.269)  0.00
H (-0.648, 4.667, -3.935)  0.00
H (3.233, 2.460, -1.941)  0.00
H (3.356, -3.476, -2.276)  0.00
H (5.176, -1.901, -2.936)  0.00
H (4.851, 0.581, -2.730)  0.00
N (0.340, -0.128, -2.264)  0.00
Ce (0.971, 0.864, 1.031)  1.02
C (-2.306, 0.863, -1.684)  0.00
H (-2.268, -0.178, -2.048)  0.00
H (-3.307, 1.282, -1.852)  0.00
C (0.816, -2.756, -1.318)  0.00
H (-0.103, -2.671, -1.927)  0.00
H (1.123, -3.810, -1.251)  0.00
P (-1.967, 0.769, 0.148)  0.00
P (0.361, -2.131, 0.384)  0.00
C (1.620, -3.124, 1.286)  0.00
H (1.430, -3.095, 2.364)  0.00
H (1.593, -4.166, 0.942)  0.00
H (2.609, -2.695, 1.092)  0.00
C (-1.113, -3.196, 0.648)  0.00
H (-0.855, -4.265, 0.620)  0.00
H (-1.556, -2.972, 1.626)  0.00
H (-1.871, -2.999, -0.122)  0.00
C (-2.598, 2.430, 0.605)  0.00
H (-3.620, 2.571, 0.229)  0.00
H (-2.594, 2.540, 1.698)  0.00
H (-1.949, 3.199, 0.171)  0.00
C (-3.394, -0.247, 0.684)  0.00
H (-3.364, -0.347, 1.776)  0.00
H (-4.359, 0.199, 0.407)  0.00
H (-3.336, -1.253, 0.251)  0.00
H (2.207, 1.725, -0.452)  0.00
H (2.570, -0.101, 0.901)  -0.01
Cl (-2.048, 2.886, 5.049)  0.00
C (-1.275, 1.417, 4.631)  0.00
C (-1.419, 0.292, 5.436)  0.00
C (-0.854, -0.905, 4.998)  0.00
C (-0.165, -0.945, 3.795)  0.00
N (0.028, 0.172, 3.053)  0.01
C (-0.519, 1.358, 3.454)  0.00
H (-1.974, 0.354, 6.369)  0.00
H (-0.935, -1.824, 5.573)  0.00
H (0.257, -1.862, 3.379)  0.00
H (-0.368, 2.244, 2.806)  0.00